(1)
{"formula": "C26H23F6", "method": "ωB97M-V/def2-TZVPD", "gap_ev": 3.9, "e_above_lowest_kj_mol": 0.00, "charge": 1, "species": ["C", "C", "C", "C", "C", "C", "C", "C", "C", "C", "C", "H", "H", "H", "H", "H", "H", "H", "H", "H", "H", "H", "H", "H", "H", "F", "C", "F", "F", "C", "C", "C", "C", "C", "C", "C", "C", "C", "C", "F", "F", "F", "C", "C", "C", "C", "H", "H", "H", "H", "H", "H", "H", "H", "H"], "positions_angstrom": [[-0.0852, 2.2514, 2.8767], [0.3729, 0.8315, 2.8754], [-0.5435, -0.2402, 2.8610], [-1.9805, 0.1027, 2.8257], [-3.0385, -0.6938, 2.8656], [-0.0286, -1.5555, 2.8669], [-0.8802, -2.7781, 2.8585], [1.3447, -1.7522, 2.8791], [2.2385, -0.6993, 2.8854], [3.7045, -0.9495, 2.8878], [1.7344, 0.5861, 2.8858], [0.7602, 2.9398, 2.9031], [-0.6588, 2.4802, 1.9772], [-0.7024, 2.4637, 3.7512], [-2.1990, 1.1558, 2.7569], [-4.0338, -0.2957, 2.8302], [-2.9729, -1.7548, 2.9357], [-0.2743, -3.6847, 2.8374], [-1.4913, -2.8393, 3.7594], [-1.5147, -2.8118, 1.9724], [1.7313, -2.7566, 2.8800], [4.2649, -0.0130, 2.8872], [3.9975, -1.5147, 3.7743], [3.9997, -1.5164, 2.0029], [2.4159, 1.4182, 2.8909], [-7.1089, -0.2386, -1.7260], [-6.8805, 1.0753, -1.5487], [-5.8144, 1.4623, -2.2714], [-7.9653, 1.7856, -1.9039], [-6.5992, 1.3189, -0.0812], [-5.5612, 2.1416, 0.3114], [-5.2793, 2.3204, 1.6406], [-6.0279, 1.6593, 2.6390], [-5.6564, 1.8438, 3.9948], [-6.0538, 1.1645, 5.1733], [-6.7984, -0.0336, 5.1898], [-7.1676, -0.6179, 6.3737], [-6.7935, -0.0606, 7.5810], [-7.2634, -0.6792, 8.8805], [-6.2924, -0.5490, 9.8013], [-8.3708, -0.0282, 9.2791], [-7.5389, -1.9798, 8.6760], [-6.0195, 1.0836, 7.5950], [-5.6459, 1.6851, 6.4212], [-7.1256, 0.8831, 2.2100], [-7.3914, 0.7143, 0.8754], [-4.9812, 2.6338, -0.4513], [-4.4719, 2.9728, 1.9273], [-4.9376, 2.6280, 4.1557], [-7.0350, -0.5428, 4.2764], [-7.7431, -1.5285, 6.3844], [-5.7101, 1.4817, 8.5471], [-5.0338, 2.5708, 6.4516], [-7.8165, 0.4767, 2.9229], [-8.2227, 0.1115, 0.5488]], "forces_ev_per_angstrom": [[0.0, 0.5, 0.0], [-0.1, -0.3, 0.0], [0.1, 0.1, 0.0], [0.5, -0.1, 0.0], [-0.2, -0.3, 0.1], [0.2, 0.2, 0.0], [-0.1, -0.5, 0.0], [-0.2, 0.2, 0.0], [0.0, 0.1, 0.0], [0.5, 0.1, 0.0], [-0.2, -0.1, 0.0], [0.0, -0.1, 0.0], [-0.1, 0.1, 0.0], [-0.1, 0.1, 0.0], [0.1, 0.2, 0.0], [-0.3, 0.3, -0.1], [-0.1, -0.3, 0.0], [0.1, 0.1, 0.0], [-0.2, 0.0, -0.1], [-0.2, 0.0, 0.1], [0.0, -0.3, 0.0], [0.0, -0.1, 0.0], [0.1, -0.1, -0.1], [0.0, 0.0, 0.1], [0.2, 0.2, 0.0], [0.0, 0.6, -0.5], [0.3, 0.2, 0.7], [-0.8, -0.3, -0.2], [0.4, -0.5, -0.3], [0.3, 0.0, 0.2], [0.3, 0.2, -0.5], [0.1, 0.1, 0.4], [-0.2, 0.0, 0.0], [-0.2, -0.4, -0.1], [0.0, -0.1, -0.1], [0.0, -0.1, -0.1], [-0.3, -0.4, -0.2], [-0.1, 0.2, -0.2], [0.4, 0.2, -0.7], [-0.7, -0.3, 0.0], [0.4, -0.5, 0.2], [0.0, 0.5, 0.7], [0.2, 0.2, 0.5], [0.1, 0.2, -0.2], [-0.2, 0.0, 0.0], [-0.4, -0.3, 0.1], [0.2, 0.1, 0.0], [0.2, 0.1, 0.1], [0.3, 0.3, 0.1], [0.0, -0.1, -0.1], [0.0, -0.1, -0.2], [0.1, 0.2, 0.1], [0.1, 0.2, 0.0], [-0.1, -0.1, 0.1], [-0.2, -0.1, 0.1]]}


(2)
{"formula": "C26H23F6NO3PdS4", "method": "ωB97M-V/def2-TZVPD", "gap_ev": 5.6, "e_above_lowest_kj_mol": 0.00, "charge": -2, "species": ["Pd", "C", "C", "C", "C", "C", "C", "C", "F", "C", "C", "C", "O", "C", "C", "N", "C", "C", "O", "O", "H", "H", "H", "H", "H", "H", "H", "H", "H", "H", "H", "C", "C", "S", "C", "C", "S", "C", "C", "S", "H", "H", "H", "H", "H", "H", "H", "H", "H", "H", "H", "H", "F", "C", "C", "F", "C", "F", "C", "S", "C", "F", "C", "F"], "positions_angstrom": [[0.4854, 0.4264, 0.5123], [2.4718, 5.9856, 2.2194], [1.8046, 4.6216, 2.3940], [2.2383, 3.8860, 3.6523], [3.7169, 3.5275, 3.5887], [4.0340, 2.8245, 2.2911], [5.1397, 2.0108, 2.1808], [5.3694, 1.3121, 1.0032], [6.4798, 0.5204, 0.9384], [4.5197, 1.3761, -0.0604], [3.3927, 2.1994, 0.0232], [2.4766, 2.2654, -1.1556], [2.6975, 1.5584, -2.1283], [1.4436, 3.2677, -1.0495], [1.3055, 3.9408, 0.1150], [2.0639, 3.7745, 1.2322], [3.1646, 2.9410, 1.1874], [0.5316, 3.6992, -2.1993], [0.4228, 4.9382, -2.3397], [-0.0289, 2.7898, -2.8412], [2.2797, 6.6193, 3.0894], [2.0870, 6.4862, 1.3299], [3.5509, 5.8760, 2.0992], [0.7224, 4.7619, 2.4325], [1.6639, 2.9623, 3.7225], [2.0222, 4.5035, 4.5279], [3.9667, 2.8619, 4.4178], [4.3376, 4.4240, 3.6990], [5.8127, 1.8790, 3.0197], [4.6723, 0.8017, -0.9638], [0.5452, 4.7092, 0.1886], [-2.1218, 0.6159, -2.7585], [-2.5675, -0.2334, -1.5702], [-1.3167, -0.6797, -0.3127], [-1.0423, -2.4430, -0.6839], [-0.7784, -2.8675, -2.1220], [0.8519, -2.5338, -2.8376], [0.9547, -0.7303, -2.9854], [0.2435, -0.0737, -4.1520], [-1.5596, -0.2824, -4.2331], [-1.3397, 1.3290, -2.4784], [-2.9755, 1.2089, -3.0947], [-3.0680, -1.1514, -1.8915], [-3.3009, 0.3462, -1.0038], [-1.9302, -2.9858, -0.3392], [-0.2118, -2.7236, -0.0340], [-1.5431, -2.4808, -2.7920], [-0.8426, -3.9604, -2.1590], [2.0224, -0.5261, -3.0719], [0.6566, -0.2724, -2.0446], [0.5982, -0.4789, -5.1028], [0.4497, 0.9977, -4.1040], [-1.4404, -2.4433, 6.7424], [-0.7500, -1.7868, 5.7861], [-0.5622, -2.3450, 4.5355], [-1.0697, -3.5670, 4.2839], [0.1525, -1.6704, 3.5644], [0.3250, -2.3122, 2.4044], [0.7111, -0.3971, 3.7641], [1.6429, 0.4752, 2.5876], [0.5026, 0.1161, 5.0527], [0.9998, 1.3239, 5.3850], [-0.2039, -0.5450, 6.0380], [-0.3717, 0.0148, 7.2544]], "forces_ev_per_angstrom": [[-0.2, -0.1, 0.3], [0.0, 0.0, 0.0], [0.0, 0.0, 0.0], [0.0, 0.0, 0.0], [0.0, 0.0, 0.0], [0.0, 0.0, 0.0], [0.0, 0.0, 0.0], [0.0, 0.0, 0.0], [0.0, 0.0, 0.0], [0.0, 0.0, 0.0], [0.0, 0.0, 0.0], [0.2, 0.0, 0.3], [0.1, -0.1, -0.4], [-0.1, 0.1, 0.1], [0.0, 0.0, 0.0], [0.0, 0.0, 0.0], [0.0, 0.0, 0.0], [-0.1, 0.1, 0.0], [-0.1, 0.0, 0.0], [0.0, 0.0, -0.2], [0.0, 0.0, 0.0], [0.0, 0.0, 0.0], [0.0, 0.0, 0.0], [0.0, 0.0, 0.0], [0.0, 0.0, 0.0], [0.0, 0.0, 0.0], [0.0, 0.0, 0.0], [0.0, 0.0, 0.0], [0.0, 0.0, 0.0], [0.0, 0.0, 0.0], [0.0, 0.0, 0.0], [0.0, 0.0, 0.0], [-0.1, 0.0, 0.0], [-0.1, -0.1, 0.0], [0.0, 0.0, 0.0], [0.0, 0.0, 0.0], [0.0, 0.0, 0.0], [0.0, 0.0, 0.0], [0.0, 0.0, 0.0], [0.0, 0.0, 0.0], [0.0, 0.0, 0.0], [0.0, 0.0, 0.0], [0.0, 0.0, 0.0], [0.0, 0.0, 0.0], [0.0, 0.0, 0.0], [0.0, 0.1, 0.0], [0.0, 0.0, 0.0], [0.0, 0.0, 0.0], [0.0, 0.0, 0.0], [0.0, 0.0, 0.0], [0.0, 0.0, 0.0], [0.0, 0.0, 0.0], [0.0, 0.0, 0.0], [0.0, 0.0, 0.0], [0.0, 0.0, 0.0], [0.0, 0.0, 0.0], [0.1, 0.0, 0.0], [0.0, 0.0, 0.0], [-0.1, -0.1, 0.1], [0.1, 0.0, -0.1], [0.0, 0.0, 0.0], [0.0, 0.0, 0.0], [0.0, 0.0, 0.0], [0.0, 0.0, 0.0]]}


(3)
{"formula": "C26H23ISnTe", "method": "ωB97M-V/def2-TZVPD", "gap_ev": 5.8, "charge": 2, "species": ["Sn", "I", "C", "C", "C", "C", "C", "C", "C", "C", "C", "C", "H", "H", "H", "H", "H", "H", "C", "Te", "C", "H", "H", "H", "H", "H", "H", "C", "C", "C", "C", "C", "C", "C", "C", "C", "C", "C", "C", "C", "C", "H", "H", "H", "H", "H", "H", "H", "H", "H", "H", "H"], "positions_angstrom": [[0.3599, -0.1253, 2.8277], [-0.7160, 2.3891, 3.9428], [0.5092, 3.4435, 2.5852], [0.5402, 4.8008, 2.7137], [1.2953, 5.5555, 1.7894], [1.9592, 4.9262, 0.7806], [1.9220, 3.5186, 0.6462], [2.6096, 2.8820, -0.4193], [2.5831, 1.5286, -0.5641], [1.8747, 0.7447, 0.3742], [1.1973, 1.3055, 1.4333], [1.1957, 2.7252, 1.5742], [-0.0036, 5.3053, 3.4999], [1.3298, 6.6312, 1.8890], [2.5303, 5.4995, 0.0615], [3.1581, 3.4996, -1.1195], [3.1036, 1.0525, -1.3840], [1.8891, -0.3351, 0.2411], [2.6819, -1.2797, 5.8247], [2.7197, 0.3873, 4.5128], [4.1158, -0.4294, 3.1391], [2.3269, -2.1606, 5.2988], [2.0231, -1.0369, 6.6539], [3.6940, -1.4271, 6.1912], [5.0858, -0.4538, 3.6273], [4.1490, 0.2302, 2.2758], [3.8085, -1.4304, 2.8483], [-0.8465, 1.6554, -4.5206], [-0.5065, 1.9495, -3.2102], [-0.7847, 1.0402, -2.2012], [-1.4061, -0.1663, -2.5137], [-1.7499, -0.4605, -3.8328], [-1.4687, 0.4515, -4.8323], [-1.6893, -1.1047, -1.4145], [-2.2704, -2.2527, -1.4525], [-2.9186, -3.4447, -1.4865], [-2.1859, -4.6502, -1.7057], [-2.8578, -5.8422, -1.7897], [-4.2490, -5.8520, -1.6565], [-4.9909, -4.6876, -1.4386], [-4.3385, -3.4840, -1.3522], [-0.6303, 2.3663, -5.3064], [-0.0275, 2.8892, -2.9705], [-0.5230, 1.2692, -1.1757], [-2.2357, -1.3975, -4.0770], [-1.7344, 0.2277, -5.8561], [-1.3787, -0.7922, -0.4154], [-1.1107, -4.6001, -1.8109], [-2.3230, -6.7650, -1.9613], [-4.7729, -6.7975, -1.7278], [-6.0658, -4.7391, -1.3441], [-4.8773, -2.5598, -1.1919]], "forces_ev_per_angstrom": [[-0.1, 0.0, 0.2], [0.0, -0.1, -0.1], [-0.1, 0.0, 0.1], [0.1, 0.0, -0.1], [-0.1, 0.0, 0.1], [0.0, 0.1, 0.0], [0.0, 0.0, -0.1], [0.0, 0.0, 0.0], [0.0, 0.0, 0.0], [0.0, 0.0, 0.0], [0.1, 0.0, -0.1], [0.0, 0.0, 0.0], [0.0, 0.0, 0.0], [0.0, 0.0, 0.0], [0.0, 0.0, 0.0], [0.0, 0.0, 0.0], [0.0, 0.0, 0.0], [0.0, 0.0, 0.0], [0.0, 0.0, 0.0], [0.0, 0.1, 0.0], [0.0, 0.0, 0.0], [0.0, 0.0, 0.0], [0.0, 0.0, 0.0], [0.0, 0.0, 0.0], [0.0, 0.0, 0.0], [0.0, 0.0, 0.0], [0.0, 0.0, 0.0], [0.0, 0.0, -0.1], [0.0, 0.0, 0.1], [0.0, 0.0, -0.1], [0.0, 0.0, 0.0], [0.0, 0.0, 0.0], [0.0, 0.0, 0.0], [0.0, 0.1, 0.0], [-0.1, -0.1, -0.1], [0.1, 0.0, 0.0], [0.0, 0.0, 0.0], [0.1, 0.1, 0.0], [-0.1, -0.1, 0.0], [0.1, 0.1, 0.0], [-0.1, -0.1, 0.0], [0.0, 0.0, 0.0], [0.0, 0.0, 0.0], [0.0, 0.0, 0.0], [0.0, 0.0, 0.0], [0.0, 0.0, 0.0], [0.0, -0.1, 0.0], [0.0, 0.0, 0.0], [0.0, 0.0, 0.0], [0.0, 0.0, 0.0], [0.0, 0.0, 0.0], [0.0, 0.0, 0.0]]}


(4)
{"formula": "C26H23MgN8OS2", "method": "ωB97M-V/def2-TZVPD", "gap_ev": 7.4, "e_above_lowest_kj_mol": 0.00, "charge": 1, "species": ["Mg", "O", "C", "N", "C", "C", "C", "C", "C", "C", "N", "C", "C", "C", "C", "C", "N", "H", "H", "H", "H", "H", "H", "H", "H", "H", "H", "N", "C", "C", "C", "C", "C", "C", "N", "C", "C", "C", "S", "C", "N", "H", "H", "H", "H", "H", "H", "H", "C", "N", "C", "C", "N", "C", "S", "H", "H", "H", "H", "H", "H"], "positions_angstrom": [[-0.6575, 0.5340, -0.0713], [1.9786, -2.3818, 1.6907], [1.1793, -1.7482, 0.9950], [0.2834, -0.8417, 1.3927], [0.2830, -0.5119, 2.7541], [0.0033, 0.9067, 2.9329], [0.1305, 1.4471, 4.1819], [0.1647, 2.7957, 4.3465], [-0.0805, 3.5832, 3.2354], [-0.4033, 2.9468, 2.0620], [-0.3846, 1.6217, 1.8808], [0.9919, -2.0861, -0.5126], [1.6606, -3.1936, -1.0245], [1.2360, -3.6496, -2.2717], [0.2326, -3.0014, -2.9745], [-0.2463, -1.8418, -2.3996], [0.0890, -1.3737, -1.1754], [1.2707, -0.6435, 3.2580], [-0.3774, -1.2013, 3.3841], [0.3166, 0.7494, 4.9845], [0.4545, 3.2000, 5.3346], [0.0699, 4.6459, 3.2693], [-0.5996, 3.6311, 1.2308], [2.4660, -3.7186, -0.4199], [1.6456, -4.6088, -2.5865], [-0.1422, -3.2787, -3.8921], [-0.9963, -1.2237, -2.9011], [2.1079, 2.0664, -3.0076], [3.1754, 2.1614, -2.0637], [4.5177, 2.5755, -2.1962], [5.3131, 2.4936, -1.0443], [4.7411, 2.0114, 0.1454], [3.3806, 1.6918, 0.2713], [2.5714, 1.7332, -0.8828], [1.2358, 1.3546, -1.0572], [0.9885, 1.6571, -2.3405], [-0.3687, 1.6134, -2.8992], [-0.9141, 1.8508, -4.1216], [-2.5410, 1.3758, -4.1562], [-2.4979, 1.2103, -2.4720], [-1.3120, 1.2490, -1.9532], [2.1018, 2.5430, -3.9389], [4.8420, 2.9073, -3.1657], [6.3489, 2.7328, -0.9810], [5.3564, 1.9677, 1.0478], [3.0981, 1.2895, 1.1905], [-0.3386, 2.0298, -5.0469], [-3.3569, 0.8213, -1.9353], [-5.5838, -2.0374, 0.6736], [-4.1473, -2.2828, 0.9852], [-3.6438, -3.5129, 1.2708], [-2.3201, -3.3187, 1.5659], [-2.0469, -1.9979, 1.3177], [-3.2047, -1.3384, 0.9880], [-3.2734, 0.3839, 0.7781], [-5.8531, -2.6610, -0.2190], [-5.7433, -1.0010, 0.4885], [-6.1842, -2.3274, 1.5464], [-4.2804, -4.3484, 1.3039], [-1.6843, -4.1023, 1.9416], [-1.0527, -1.5485, 1.2625]], "forces_ev_per_angstrom": [[0.8, -0.5, 1.0], [-0.4, 0.5, -0.7], [0.4, -0.8, -0.4], [0.1, 0.1, -1.3], [0.7, -1.5, 2.0], [-1.6, 0.3, -0.3], [0.5, -0.5, 0.8], [0.3, 0.7, 1.2], [0.3, -0.1, 0.3], [0.0, 1.2, -0.5], [0.6, 0.8, -0.5], [0.9, -0.1, 1.7], [0.3, -0.4, 0.0], [0.5, -1.1, 0.6], [0.9, 1.3, 2.2], [-0.6, 1.0, 0.4], [-0.4, -0.7, -1.0], [-0.3, -0.3, -0.6], [0.4, 1.0, -0.7], [0.1, 0.1, 0.2], [-0.4, 0.0, -0.7], [-0.3, 0.3, -0.1], [-0.2, -0.7, -0.2], [-1.3, 0.8, -0.8], [0.0, 0.3, -0.4], [-0.6, -0.9, -1.8], [0.2, -0.3, -0.1], [0.4, 1.1, -0.8], [-1.0, 0.1, -0.8], [-0.5, -0.4, 0.7], [-1.5, -0.5, -0.3], [-1.0, 0.4, 0.4], [1.5, 0.0, -1.7], [0.8, -0.6, 1.3], [-0.1, 1.2, -1.6], [1.0, 0.2, 0.5], [-0.2, -0.1, 0.9], [1.8, -0.7, -1.3], [-0.3, 1.0, 0.0], [-0.6, -1.5, -0.1], [0.0, 0.6, 0.0], [0.0, -0.8, 1.4], [0.4, 0.1, -0.1], [0.5, 0.3, -0.5], [-0.2, -0.1, -0.4], [-1.0, -0.5, 1.3], [-0.6, 0.1, 0.7], [0.1, 0.3, 0.2], [0.6, -1.6, 0.0], [-2.3, 1.3, -1.0], [1.5, 0.7, 0.8], [-1.4, -0.8, -0.7], [-0.5, 0.0, 0.1], [1.9, -0.2, 0.5], [0.1, -0.8, -0.4], [0.1, 0.7, 0.8], [0.1, 0.7, -0.3], [0.1, 0.0, -0.3], [-0.4, -0.9, 0.2], [0.6, 0.4, -0.2], [-0.7, -0.2, 0.3]]}